{
  "formula": "C44H52BiBr2IN5OS3",
  "method": "ωB97M-V/def2-TZVPD",
  "relative_energy_ev": 0.154,
  "e_homo_ev": -4.602,
  "gap_ev": 6.615,
  "total_charge": -1,
  "symbols": ["Bi", "Br", "C", "C", "C", "Br", "C", "C", "C", "C", "N", "C", "C", "O", "H", "H", "H", "H", "C", "C", "C", "C", "C", "C", "C", "C", "N", "C", "C", "C", "C", "N", "C", "C", "C", "C", "C", "C", "C", "C", "H", "H", "H", "H", "H", "H", "H", "H", "H", "H", "H", "H", "H", "H", "H", "H", "H", "H", "H", "H", "H", "H", "H", "H", "S", "C", "C", "C", "C", "C", "C", "S", "H", "H", "H", "H", "C", "C", "C", "C", "N", "C", "S", "N", "C", "C", "C", "C", "H", "H", "H", "H", "H", "H", "H", "H", "H", "H", "H", "H", "H", "H", "H", "H", "H", "H", "H", "H", "I"],
  "xyz": [[1.4926, 0.3275, -0.4626], [5.2322, 3.5570, 1.9105], [5.6128, 1.7662, 1.4201], [6.9265, 1.3060, 1.5914], [7.2583, 0.0197, 1.2813], [9.0560, -0.5546, 1.5412], [6.2821, -0.8768, 0.7798], [6.5208, -2.2293, 0.4423], [5.4903, -3.0028, -0.0113], [4.2115, -2.4314, -0.1386], [3.9673, -1.1792, 0.1486], [4.9666, -0.3962, 0.6088], [4.5805, 0.9663, 0.9343], [3.3632, 1.3397, 0.8135], [7.6750, 1.9847, 1.9761], [7.5186, -2.6341, 0.5465], [5.6422, -4.0402, -0.2780], [3.3670, -3.0061, -0.4995], [3.0298, 0.9333, 4.0261], [3.0347, -0.5406, 3.7374], [4.0159, -1.3741, 4.2554], [4.0166, -2.7321, 3.9737], [3.0208, -3.2686, 3.1767], [2.0168, -2.4705, 2.6338], [0.9702, -3.0562, 1.7365], [2.0434, -1.1057, 2.9242], [1.1668, -0.1800, 2.3076], [-0.0148, 0.0689, 2.6787], [-0.7735, -0.6730, 3.7351], [-0.6322, 1.3171, 2.0675], [-1.7502, 1.9487, 2.8384], [-0.1076, 1.8161, 1.0269], [-0.4597, 3.1256, 0.5565], [-1.6023, 3.3600, -0.2102], [-2.6343, 2.2970, -0.4216], [-1.7849, 4.6296, -0.7495], [-0.8792, 5.6451, -0.5069], [0.2097, 5.4107, 0.3157], [0.4381, 4.1547, 0.8625], [1.5974, 3.9128, 1.7775], [3.9397, 1.2245, 4.5507], [2.1755, 1.2088, 4.6524], [2.9611, 1.5070, 3.0999], [4.7975, -0.9432, 4.8699], [4.8000, -3.3680, 4.3663], [3.0221, -4.3269, 2.9434], [1.1593, -4.1184, 1.5804], [0.9631, -2.5859, 0.7517], [-0.0361, -2.9393, 2.1421], [-0.1716, -1.4984, 4.1108], [-1.6947, -1.0706, 3.3013], [-1.0442, -0.0219, 4.5675], [-1.4291, 2.1526, 3.8623], [-2.5923, 1.2554, 2.8862], [-2.0691, 2.8789, 2.3742], [-2.1634, 1.3323, -0.5898], [-3.2558, 2.5389, -1.2837], [-3.2898, 2.2045, 0.4519], [-2.6477, 4.8066, -1.3802], [-1.0233, 6.6204, -0.9547], [0.9125, 6.2063, 0.5320], [2.1876, 4.8209, 1.8926], [2.2506, 3.1273, 1.3979], [1.2561, 3.6042, 2.7712], [2.2236, 2.4412, -1.5956], [0.9164, 2.9071, -2.6825], [1.0113, 4.1728, -3.2653], [0.0134, 4.6622, -4.0878], [-1.1090, 3.8816, -4.3404], [-1.2115, 2.6243, -3.7746], [-0.2090, 2.1099, -2.9440], [-0.4054, 0.4947, -2.2929], [1.8822, 4.7789, -3.0473], [0.1068, 5.6498, -4.5221], [-1.9017, 4.2515, -4.9796], [-2.0793, 2.0065, -3.9732], [-5.8319, -2.9733, 0.7649], [-6.2477, -1.5049, 0.8012], [-6.0846, -0.7475, -0.5183], [-4.6460, -0.4225, -0.9086], [-3.8876, -1.5770, -1.3434], [-2.7954, -2.0803, -0.7353], [-2.1498, -1.4286, 0.6912], [-2.2570, -3.1765, -1.2899], [-2.7344, -3.7821, -2.5231], [-2.1874, -3.0828, -3.7664], [-2.8084, -3.5824, -5.0616], [-2.2021, -2.8996, -6.2812], [-6.1397, -3.4822, 1.6799], [-4.7534, -3.0870, 0.6768], [-6.3014, -3.4894, -0.0767], [-5.6740, -0.9870, 1.5761], [-7.2988, -1.4430, 1.0985], [-6.6148, 0.2069, -0.4428], [-6.5717, -1.3044, -1.3278], [-4.1171, 0.0052, -0.0622], [-4.6338, 0.3162, -1.7153], [-4.0510, -1.8801, -2.2888], [-1.2936, -3.3592, -1.0287], [-3.8290, -3.8053, -2.4941], [-2.4154, -4.8256, -2.5256], [-1.1154, -3.2803, -3.7442], [-2.3059, -1.9979, -3.6769], [-3.8929, -3.4189, -5.0460], [-2.6657, -4.6656, -5.1383], [-2.3707, -1.8217, -6.2458], [-2.6296, -3.2784, -7.2108], [-1.1233, -3.0572, -6.3115], [1.2988, -2.8192, -2.2630]]
}